Here is C5H11NO3 in the gas phase from the Open Molecules 2025 dataset. Energies are from ωB97M-V/def2-TZVPD.

```
20
Properties=species:S:1:pos:R:3:forces:R:3:lowdin_charge:R:1
N -2.542352 -1.393436 -0.410565 0.122 -0.269 0.166 0.0160
C -1.664634 -0.434230 -1.056643 -0.316 0.400 -0.320 -0.2061
C -1.006282 0.527650 -0.082771 -0.182 -0.505 -0.066 -0.3879
O -1.180233 1.725730 -0.134392 -0.002 0.176 -0.046 0.0873
C -0.111103 -0.100481 0.960923 0.387 0.326 0.204 -0.0681
C 1.282783 0.567411 0.889046 -0.052 -0.525 -0.348 -0.3748
O 1.238554 1.920521 1.228286 0.000 0.466 -0.032 -0.0160
C 1.891595 0.363267 -0.516358 0.125 0.450 0.420 -0.2128
O 1.940275 -0.993337 -0.891580 0.090 -0.519 0.067 -0.0575
H -2.028091 -1.971266 0.245239 -0.158 -0.015 -0.023 0.0649
H -3.281512 -0.922491 0.090074 -0.098 0.014 0.108 0.0746
H -2.261928 0.137870 -1.779650 0.318 -0.071 0.121 0.1251
H -0.880874 -0.982317 -1.582923 0.054 0.049 -0.081 0.1217
H -0.008354 -1.173628 0.795608 -0.047 0.062 0.054 0.1107
H -0.519812 0.085508 1.958225 -0.021 -0.055 -0.076 0.1376
H 1.940735 0.093925 1.631226 -0.109 -0.043 -0.132 0.1508
H 0.490933 2.324661 0.755270 0.053 -0.102 0.109 0.0811
H 1.269888 0.860811 -1.265225 0.070 0.066 0.053 0.1273
H 2.888868 0.822153 -0.538592 -0.160 0.021 -0.015 0.1286
H 2.541546 -1.458320 -0.295198 -0.076 0.073 -0.162 0.0976
```
Forces are in eV/Å.

Frontier orbital gap: 9.987 eV
Max |F|: 0.012 hartree/bohr
Net charge: 0
Structure (SMILES): NCC(=O)C[C@H](O)CO
E: -12995.52060 eV